1.
Here is a structure of composition C32H51As2AuO8P from the OMol25 dataset. Energies are from ωB97M-V/def2-TZVPD.

Each line ends with the Löwdin charge.
CARTESIAN COORDINATES (ANGSTROEM)
Au -0.631 -1.402 -0.685  0.67
C -0.329 -1.734 5.508  -0.03
O -1.444 -2.452 4.955  -0.01
C -2.388 -1.781 4.289  -0.58
O -3.410 -2.317 3.959  0.13
C -2.032 -0.418 3.770  -0.25
C -2.390 0.733 4.331  -0.24
As -2.217 2.672 3.778  1.37
C -4.037 2.853 3.076  -0.28
C -1.175 1.965 2.235  -0.33
C -1.709 1.010 1.444  -0.33
As -0.928 -0.635 2.096  1.29
C -1.998 -2.110 1.268  -0.33
C -3.046 1.162 0.809  -0.57
O -3.318 2.122 0.134  0.12
O -3.874 0.133 1.022  -0.08
C -5.175 0.264 0.418  -0.01
C 0.257 1.866 2.663  -0.65
O 0.622 1.790 3.810  0.07
O 1.093 1.947 1.614  -0.09
C 2.484 1.946 1.971  -0.03
C -3.157 0.771 5.613  -0.53
O -3.739 1.773 5.956  0.08
O -3.138 -0.361 6.306  -0.04
C -3.939 -0.372 7.503  0.01
H 0.289 -2.489 5.983  0.10
H -0.670 -1.013 6.251  0.10
H 0.242 -1.224 4.732  0.07
H -4.611 3.278 3.897  0.03
H -4.490 1.907 2.793  0.03
H -4.033 3.545 2.236  0.04
H -3.005 -2.054 1.675  0.03
H -1.541 -3.061 1.534  0.04
H -2.255 -2.128 0.165  -0.01
H -5.721 -0.629 0.703  0.10
H -5.082 0.340 -0.664  0.10
H -5.673 1.155 0.798  0.10
H 3.029 2.048 1.035  0.09
H 2.745 1.015 2.477  0.10
H 2.706 2.786 2.626  0.10
H -3.811 -1.362 7.927  0.10
H -4.982 -0.192 7.251  0.10
H -3.592 0.397 8.190  0.10
C 1.059 -2.092 -6.141  -0.19
C 1.545 -3.066 -5.056  -0.18
C 1.143 -2.596 -3.650  -0.22
C 1.153 -1.065 -3.597  -0.44
C 0.010 -0.517 -4.478  -0.20
C -0.235 -1.418 -5.701  -0.19
P 1.044 -0.432 -1.891  0.95
C 2.625 -0.700 -0.995  -0.41
C 3.904 -0.492 -1.846  -0.18
C 4.562 -1.822 -2.200  -0.18
C 5.018 -2.567 -0.937  -0.18
C 4.086 -2.299 0.254  -0.19
C 2.662 -2.033 -0.223  -0.23
C 0.801 1.379 -1.834  -0.43
C 1.879 2.168 -2.613  -0.18
C 1.435 3.622 -2.838  -0.18
C 0.585 4.099 -1.666  -0.19
C -0.743 3.326 -1.615  -0.17
C -0.598 1.901 -2.171  -0.21
H 0.921 -2.619 -7.085  0.11
H 1.817 -1.325 -6.329  0.12
H 2.630 -3.174 -5.111  0.11
H 1.125 -4.058 -5.229  0.12
H 1.806 -3.038 -2.906  0.08
H 0.132 -2.936 -3.403  0.11
H 2.114 -0.709 -3.985  0.11
H 0.260 0.494 -4.804  0.11
H -0.911 -0.439 -3.892  0.10
H -0.663 -0.823 -6.507  0.12
H -0.974 -2.185 -5.457  0.12
H 2.585 0.091 -0.239  0.09
H 4.609 0.110 -1.265  0.12
H 3.699 0.085 -2.748  0.09
H 5.409 -1.650 -2.864  0.12
H 3.856 -2.435 -2.766  0.09
H 6.034 -2.267 -0.677  0.11
H 5.057 -3.638 -1.144  0.11
H 4.432 -1.426 0.818  0.11
H 4.104 -3.139 0.949  0.11
H 1.968 -1.975 0.621  0.08
H 2.327 -2.865 -0.848  0.10
H 0.941 1.570 -0.761  0.09
H 2.089 1.695 -3.576  0.10
H 2.812 2.154 -2.045  0.11
H 0.849 3.695 -3.759  0.12
H 2.313 4.251 -2.980  0.12
H 0.391 5.169 -1.737  0.11
H 1.143 3.950 -0.736  0.11
H -1.504 3.851 -2.195  0.12
H -1.115 3.283 -0.590  0.09
H -0.741 1.898 -3.252  0.10
H -1.377 1.257 -1.751  0.08

## Properties
total charge = +1
multiplicity = 1
HOMO energy = -11.23 eV
orbital gap = 0.2909 Eh

=====

2.
Here is the molecule CHN3O in a non-equilibrium geometry from the OMol25 dataset. Energies are from ωB97M-V/def2-TZVPD.

Each line ends with the Löwdin charge.
CARTESIAN COORDINATES (ANGSTROEM)
C 0.967 0.237 0.394  -0.24
H 2.076 0.125 0.794  0.17
N 0.729 -0.186 -0.882  0.05
N -0.483 -0.423 -0.889  0.02
N -0.105 0.420 0.996  0.02
O -1.108 -0.029 0.284  -0.02

## Properties
total charge = 0
multiplicity = 1
HOMO energy = -11.87 eV
orbital gap = 0.4478 Eh

=====

3.
Here is the molecule C4H4F2 in a non-equilibrium geometry from the OMol25 dataset. Energies are from ωB97M-V/def2-TZVPD.

Each line ends with the Löwdin charge.
CARTESIAN COORDINATES (ANGSTROEM)
C 0.538 0.184 0.024  -0.26
C 1.776 -0.304 -0.162  0.09
C -0.786 -0.278 0.115  -0.32
C -1.904 0.304 0.147  0.10
H 2.128 -1.548 0.018  0.17
H 2.501 0.463 -0.185  0.05
H -1.687 1.376 0.625  0.15
H -2.835 -0.294 -0.120  0.12
F 0.812 1.609 0.117  -0.07
F -0.542 -1.513 -0.580  -0.03

## Properties
total charge = 0
multiplicity = 1
HOMO energy = -9.62 eV
orbital gap = 0.3646 Eh